C17H31NO in the gas phase. Source: OMol25; level of theory: ωB97M-V/def2-TZVPD.

```
50
Properties=species:S:1:pos:R:3:lowdin_charge:R:1
O -1.306 3.434 0.750 0.020
N -0.736 1.286 0.234 -0.034
C 3.616 -0.793 -0.789 -0.098
C 5.085 -0.374 1.182 -0.058
C -2.499 -2.652 1.312 -0.056
C 0.222 -0.110 2.053 -0.049
C 1.479 0.293 -0.119 -0.143
C -1.578 1.215 -0.962 -0.327
C 2.353 -0.960 0.001 -0.192
C -0.661 2.426 0.938 -0.325
C 0.104 0.135 0.548 -0.339
C 6.017 -0.369 -1.175 -0.072
C -1.198 2.298 -1.972 -0.037
C -3.384 -1.172 -0.517 -0.096
C -3.062 1.307 -0.586 -0.151
C -2.879 -3.535 -1.008 -0.068
C -2.945 -2.350 -0.088 -0.358
C 4.817 -0.525 -0.291 -0.351
C -3.520 0.109 0.248 -0.179
H 0.976 0.528 2.508 0.077
H -0.137 2.247 -2.207 0.075
H -3.647 1.353 -1.507 0.118
H -1.417 3.280 -1.565 0.074
H 3.497 -0.878 -1.861 0.109
H 5.763 -0.529 -2.219 0.073
H -3.705 -1.095 -1.549 0.114
H -3.491 -4.349 -0.620 0.079
H -3.230 -3.283 -2.006 0.073
H -0.730 0.076 2.543 0.078
H -1.512 -3.114 1.301 0.079
H -4.573 0.253 0.511 0.120
H -3.225 2.231 -0.033 0.112
H -2.464 -1.765 1.935 0.057
H 0.072 2.369 1.762 0.137
H 6.084 0.020 1.347 0.073
H -3.188 -3.361 1.770 0.086
H -2.952 0.079 1.178 0.093
H -1.397 0.234 -1.415 0.139
H 6.435 0.632 -1.068 0.081
H 2.584 -1.154 1.047 0.098
H 6.789 -1.082 -0.889 0.081
H 1.328 0.514 -1.178 0.115
H -1.855 -3.902 -1.082 0.078
H 1.999 1.145 0.324 0.125
H -1.765 2.160 -2.889 0.080
H 4.369 0.302 1.645 0.075
H 1.796 -1.816 -0.390 0.119
H 0.501 -1.145 2.233 0.077
H 5.013 -1.338 1.685 0.086
H -0.399 -0.734 0.109 0.134
```

Output
Energy above the lowest of the compared OMol25 structures with the same formula, charge and spin in kcal/mol: 1.49
Charge: 0
Structure (SMILES): CC(C)=CCC[C@@H](C)N(C=O)[C@H](C)CCC=C(C)C
LUMO in eV: 0.68
Orbital gap in eV: 9.495
HOMO level in eV: -8.82
E in a.u.: -796.34043